Formula: C25H49As2IrN5PS
Source: the OMol25 dataset
Level of theory: ωB97M-V/def2-TZVPD

**LUMO level (spin up / spin down)**: -0.1669 / -0.2392 Eh
**HOMO energy (spin up / spin down)**: -12.51 / -14.40 eV
**⟨S²⟩**: 6.019
**Energy above the lowest of the compared OMol25 structures with the same formula, charge and spin**: 22.56 kJ/mol
**Frontier orbital gap (spin up / spin down)**: 0.293 / 0.290 hartree
**Molecular weight**: 824.80 g mol⁻¹
**Maximum force**: 0.7 eV/A

ORCA input file:
```
! wB97M-V def2-TZVPD RIJCOSX def2/J DEFGRID3
* xyz 2 5
C 5.288 -1.321 1.601
H -1.195 -0.607 2.394
N 0.760 4.833 -3.672
C -4.527 -0.323 -1.388
H 3.818 3.491 1.496
H 3.439 2.839 -0.117
C 1.601 2.281 3.357
H -1.449 1.174 -1.806
H -2.072 -4.026 0.893
C -3.047 -3.467 -1.691
H -4.705 -1.366 1.411
C 4.663 0.917 3.124
H -4.430 -0.867 -2.325
P -2.027 -1.197 -0.303
C -3.432 1.105 0.337
H 0.669 4.016 0.118
C 3.659 -2.419 -1.144
C -2.515 1.023 -1.973
H -2.893 -0.131 2.572
H 2.271 3.885 0.726
C 1.090 2.820 -2.711
H -0.621 -3.991 -0.574
H 0.756 2.939 3.158
H -0.368 -3.888 -2.309
As 2.741 -1.359 0.199
Ir 0.978 0.505 -0.348
N 1.223 3.559 -3.806
H -5.154 0.549 -1.586
H -2.290 -1.541 3.413
N -0.563 -0.537 -0.020
C 3.026 3.110 0.853
H -0.760 3.306 -0.362
C -0.559 -3.299 -1.410
H -2.910 -4.116 -2.559
C -2.217 -0.976 2.483
C -1.853 -2.504 -1.635
C 0.331 4.902 -2.457
H 7.081 -1.425 2.770
H 1.608 3.257 -4.688
H -4.000 -2.956 -1.818
C 4.107 -0.629 1.358
H -0.716 -3.061 1.509
H -2.515 1.383 0.860
C 5.840 0.221 3.360
C 2.046 -2.712 1.404
C -1.709 -1.819 -3.003
H -2.627 0.580 -2.957
H 3.956 -3.385 -0.739
C 6.159 -0.888 2.591
H 2.978 -2.568 -1.979
S 1.571 1.186 -2.553
H -4.410 -2.899 0.576
C -4.080 -2.256 1.391
H -5.058 -0.950 -0.675
H -3.020 1.993 -2.007
N 0.523 3.679 -1.823
H -4.262 -2.795 2.323
H 2.879 -3.280 1.817
H -1.422 -2.584 -3.726
N 0.242 3.344 -0.510
H -1.289 5.879 -1.476
H 5.534 -2.204 1.023
As 2.225 1.531 1.677
H 4.541 -1.885 -1.495
C 3.801 0.504 2.114
H 6.508 0.550 4.145
H -0.930 -1.054 -3.004
H 4.438 1.787 3.729
H -0.291 6.904 -2.519
H 1.496 -2.230 2.211
H -3.112 -4.110 -0.817
H 1.288 1.489 4.034
H -4.103 0.657 1.065
C -2.582 -1.928 1.329
C -0.269 6.086 -1.803
H 1.390 -3.380 0.854
H 0.316 6.398 -0.937
H 2.397 2.868 3.812
C -1.791 -3.225 1.570
H -2.642 -1.387 -3.354
H 0.290 -2.630 -1.266
H -2.016 -3.566 2.582
H -3.922 2.011 -0.027
C -3.173 0.182 -0.864
*
```

Löwdin population analysis, charges in e, atoms 1 to 8:
1 C -0.09
2 H 0.06
3 N 0.16
4 C -0.06
5 H 0.05
6 H 0.03
7 C -0.26
8 H 0.01